Record 1
98
Properties=species:S:1:pos:R:3 method="wB97M-V/def2-TZVPD" total_charge=+4 total_energy_ev=-111468.758 e_homo_ev=-19.579 de_lowest_kcal_mol=6.4 lumo_ha=-0.49893 orbital_gap_ev=6.00
W -0.538 -0.463 0.282
C -0.605 1.076 -4.949
C 0.456 0.284 -4.253
C 1.704 0.038 -4.790
C 2.696 -0.664 -4.070
N 2.408 -1.237 -2.906
N 1.193 -1.061 -2.429
B 0.732 -1.875 -1.182
N -0.306 -2.930 -1.665
N -0.074 -3.378 -2.901
C -0.894 -4.282 -3.403
C -1.936 -4.810 -2.606
C -2.191 -4.343 -1.336
C -3.320 -4.851 -0.497
C -1.322 -3.313 -0.914
S -1.644 -2.478 0.639
C -0.730 -4.681 -4.858
C -2.021 -4.267 -5.586
C -0.557 -6.206 -4.937
C 0.465 -3.987 -5.506
N 1.970 -2.574 -0.581
N 2.509 -3.565 -1.283
C 3.609 -4.123 -0.802
C 4.173 -3.679 0.418
C 3.625 -2.640 1.136
C 4.188 -2.141 2.428
C 2.463 -2.107 0.547
S 1.530 -0.812 1.306
C 4.216 -5.279 -1.567
C 3.656 -5.348 -2.982
C 3.837 -6.555 -0.795
C 5.741 -5.129 -1.625
C 0.279 -0.281 -2.980
S -1.117 0.030 -1.912
C 4.101 -0.826 -4.608
C 5.036 -1.394 -3.545
C 4.619 0.541 -5.069
C 4.015 -1.790 -5.804
H -0.222 1.499 -5.874
H -0.958 1.898 -4.328
H -1.457 0.441 -5.191
H 1.941 0.414 -5.775
H -2.585 -5.563 -3.036
H -3.851 -5.638 -1.026
H -4.028 -4.056 -0.269
H -2.953 -5.268 0.442
H -2.919 -4.686 -5.136
H -1.977 -4.630 -6.612
H -2.127 -3.181 -5.620
H -1.467 -6.746 -4.680
H 0.253 -6.558 -4.299
H -0.309 -6.473 -5.963
H 0.456 -2.906 -5.355
H 0.428 -4.175 -6.579
H 1.415 -4.365 -5.135
H 5.050 -4.181 0.800
H 5.111 -2.666 2.663
H 3.487 -2.304 3.247
H 4.416 -1.077 2.368
H 2.568 -5.400 -2.982
H 4.041 -6.246 -3.461
H 3.969 -4.489 -3.578
H 2.757 -6.693 -0.761
H 4.218 -6.547 0.225
H 4.271 -7.418 -1.297
H 6.044 -4.162 -2.024
H 6.138 -5.897 -2.288
H 6.223 -5.275 -0.661
H 5.217 -0.674 -2.748
H 5.994 -1.617 -4.011
H 4.654 -2.314 -3.103
H 4.578 1.283 -4.273
H 4.085 0.928 -5.935
H 5.661 0.439 -5.365
H 3.647 -2.770 -5.499
H 5.008 -1.915 -6.230
H 3.369 -1.405 -6.593
C -0.596 1.301 3.419
C 0.428 1.991 2.541
S -0.006 1.967 0.780
C -1.530 2.979 0.745
C -2.637 2.363 -0.090
S -2.950 0.620 0.298
C -3.521 0.726 2.032
C -2.887 -0.322 2.914
S -1.074 -0.375 2.837
H -1.514 1.877 3.517
H -0.193 1.168 4.425
H 1.414 1.530 2.601
H 0.549 3.035 2.838
H -1.240 3.946 0.328
H -1.830 3.151 1.777
H -2.420 2.392 -1.159
H -3.572 2.909 0.054
H -4.604 0.585 2.006
H -3.335 1.736 2.389
H -3.200 -1.333 2.646
H -3.163 -0.184 3.963

=====

Record 2
129
Properties=species:S:1:pos:R:3 method="wB97M-V/def2-TZVPD" total_charge=+1 total_energy_ev=-60786.964 e_homo_ev=-9.024 lumo_ha=-0.13540 orbital_gap_ev=5.34
C 7.305 6.338 0.572
C 7.831 4.923 0.353
C 7.000 4.137 -0.674
C 7.778 3.032 -1.411
C 7.006 1.712 -1.485
C 7.163 0.901 -0.199
C 6.187 -0.282 -0.077
C 5.427 -0.339 1.253
C 4.156 -1.175 1.197
C 3.020 -0.538 0.397
C 1.734 -1.345 0.460
C 0.576 -0.724 -0.315
C -0.789 -1.196 0.183
C -1.936 -0.604 -0.645
C -3.240 -0.448 0.088
C -3.553 -1.342 1.061
N -4.679 -1.278 1.790
C -4.910 -2.326 2.800
C -5.591 -0.292 1.612
P -7.131 -0.369 2.621
C -6.470 0.066 4.287
C -8.146 1.099 2.211
C -9.347 1.119 3.180
C -5.294 0.606 0.609
F -6.188 1.562 0.359
C -4.156 0.573 -0.176
C -3.951 1.606 -1.246
C -3.413 2.946 -0.719
C -4.437 3.985 -0.251
C -5.629 4.255 -1.179
C -5.325 4.333 -2.684
N -6.224 3.482 -3.481
H 7.897 6.886 1.303
H 6.269 6.315 0.918
H 7.319 6.889 -0.371
H 7.828 4.384 1.301
H 8.859 4.982 -0.011
H 6.151 3.679 -0.158
H 6.607 4.852 -1.400
H 8.716 2.859 -0.878
H 7.999 3.367 -2.426
H 7.329 1.097 -2.327
H 5.942 1.929 -1.627
H 8.192 0.543 -0.137
H 6.996 1.575 0.648
H 6.726 -1.224 -0.192
H 5.467 -0.222 -0.897
H 5.201 0.671 1.608
H 6.089 -0.784 2.000
H 4.388 -2.157 0.768
H 3.781 -1.367 2.207
H 2.834 0.465 0.796
H 3.324 -0.402 -0.645
H 1.918 -2.362 0.101
H 1.439 -1.440 1.512
H 0.667 -0.952 -1.381
H 0.622 0.365 -0.211
H -0.884 -0.907 1.233
H -0.818 -2.287 0.123
H -2.120 -1.249 -1.508
H -1.626 0.367 -1.034
H -2.891 -2.162 1.298
H -5.928 -2.701 2.693
H -4.218 -3.140 2.610
H -4.760 -1.922 3.796
H -6.483 -0.804 4.940
H -7.116 0.831 4.715
H -5.462 0.479 4.248
H -7.573 2.022 2.263
H -8.481 0.993 1.181
H -9.356 2.028 3.774
H -9.351 0.262 3.858
H -10.278 1.053 2.620
H -3.229 1.207 -1.957
H -4.883 1.731 -1.798
H -2.800 3.389 -1.504
H -2.727 2.750 0.110
H -3.893 4.919 -0.102
H -4.817 3.698 0.732
H -6.054 5.211 -0.870
H -6.423 3.525 -1.007
H -4.276 4.103 -2.890
H -5.477 5.361 -3.014
H -6.625 2.744 -2.917
H -5.741 3.034 -4.248
C 12.816 1.421 -7.075
C 12.288 1.099 -5.685
N 11.246 2.010 -5.242
C 10.931 1.883 -3.832
C 10.312 0.568 -3.340
C 10.110 2.150 -6.136
C 9.312 0.887 -6.492
H 13.173 2.450 -7.125
H 13.648 0.757 -7.312
H 12.059 1.280 -7.847
H 13.111 1.189 -4.970
H 11.976 0.043 -5.661
H 10.268 2.710 -3.562
H 11.859 2.056 -3.278
H 9.264 0.481 -3.622
H 10.359 0.529 -2.249
H 10.847 -0.304 -3.717
H 10.467 2.602 -7.064
H 9.439 2.892 -5.695
H 9.967 0.044 -6.716
H 8.704 1.073 -7.380
H 8.635 0.584 -5.693
C -10.776 -7.588 5.379
C -10.220 -6.244 4.935
N -8.766 -6.212 4.889
C -8.227 -4.878 4.735
C -8.509 -4.119 3.430
C -8.136 -7.251 4.093
C -8.507 -7.344 2.606
H -10.365 -7.876 6.347
H -11.860 -7.521 5.472
H -10.560 -8.381 4.664
H -10.531 -5.483 5.656
H -10.686 -5.968 3.976
H -7.143 -4.938 4.886
H -8.609 -4.278 5.568
H -7.913 -4.499 2.598
H -8.259 -3.062 3.556
H -9.559 -4.170 3.142
H -8.358 -8.211 4.562
H -7.054 -7.127 4.193
H -9.581 -7.237 2.450
H -8.216 -8.321 2.215
H -8.002 -6.591 2.002

=====

Record 3
42
Properties=species:S:1:pos:R:3 method="wB97M-V/def2-TZVPD" total_charge=0 total_energy_ev=-41955.481 e_homo_ev=-8.068 de_lowest_kcal_mol=302.3 smiles="COc1cccc(-n2c(S[C@@H]3CCOC3=O)nc3ccccc3c2=O)c1" lumo_ha=-0.00402 orbital_gap_ev=7.96
C -5.858 -0.649 -0.870
O -4.602 -0.274 -1.290
C -3.767 -0.319 -0.094
C -3.978 -0.719 1.065
C -2.868 -1.039 1.979
C -1.736 -0.368 1.672
C -1.500 0.306 0.449
N -0.238 0.913 0.204
C 0.818 0.165 0.205
S 0.670 -1.583 0.055
C 2.375 -1.986 -0.347
C 2.486 -2.971 -1.672
C 2.274 -4.429 -0.996
O 2.684 -4.297 0.636
C 2.698 -3.018 0.849
O 2.860 -2.651 2.058
N 2.099 0.510 -0.062
C 2.196 1.976 0.023
C 3.614 2.675 -0.310
C 3.659 3.979 -0.085
C 2.565 4.782 -0.065
C 1.231 4.366 0.370
C 1.140 3.005 0.232
C -0.250 2.386 0.560
O -1.196 3.140 0.360
C -2.566 0.246 -0.212
H -6.313 -0.413 -1.861
H -5.706 -1.647 -0.870
H -6.359 -0.246 -0.115
H -4.969 -1.297 1.154
H -3.059 -1.705 2.799
H -0.876 -0.355 2.542
H 3.028 -1.251 -0.108
H 3.557 -2.794 -1.925
H 1.776 -2.823 -2.343
H 1.296 -4.460 -1.018
H 2.950 -5.110 -1.663
H 4.255 1.859 -0.309
H 4.713 4.508 -0.378
H 2.781 5.669 0.054
H 0.579 4.929 0.386
H -2.462 0.987 -1.059

=====

Record 4
26
Properties=species:S:1:pos:R:3 method="wB97M-V/def2-TZVPD" total_charge=+1 total_energy_ev=-22749.488 e_homo_ev=-13.327 lumo_ha=-0.14317 orbital_gap_ev=9.43
C 1.666 -0.871 -0.152
C 3.409 0.816 0.027
C -1.217 0.666 -1.673
C -1.068 1.376 1.493
C -3.497 -0.214 0.236
C -0.616 -1.403 0.258
N 1.967 0.340 0.218
N 2.424 -1.934 -0.520
F -0.657 -1.920 1.478
F -0.549 -2.417 -0.571
Si -1.699 0.231 0.086
H 3.562 0.918 -0.994
H 3.540 1.682 0.590
H 4.082 0.028 0.196
H -1.166 -0.147 -2.454
H -1.815 1.543 -1.902
H -0.216 1.045 -1.573
H -1.762 1.236 2.264
H -0.041 1.287 1.770
H -1.169 2.427 1.235
H -4.119 0.801 0.433
H -3.754 -0.553 -0.788
H -3.963 -1.008 0.891
H 1.208 0.910 0.456
H 2.026 -2.807 -0.561
H 3.420 -2.031 -0.443

=====

Record 5
34
Properties=species:S:1:pos:R:3 method="wB97M-V/def2-TZVPD" total_charge=0 total_energy_ev=-23432.064 e_homo_ev=-7.962 de_lowest_kcal_mol=0.0 smiles="COC(=O)CCC(=O)Nc1cccc2ccccc12" lumo_ha=0.02517 orbital_gap_ev=8.65
C 1.381 -1.130 4.166
O 0.007 -1.287 3.833
C -0.261 -1.929 2.701
O 0.573 -2.427 1.988
C -1.747 -1.930 2.404
C -2.182 -0.531 1.945
C -1.240 0.155 0.953
O -0.984 1.334 1.045
N -0.779 -0.650 -0.043
C 0.228 -0.257 -0.959
C 1.400 -0.971 -0.987
C 2.432 -0.611 -1.862
C 2.286 0.463 -2.694
C 1.086 1.203 -2.708
C 0.907 2.297 -3.581
C -0.274 2.983 -3.613
C -1.336 2.594 -2.784
C -1.194 1.544 -1.920
C 0.022 0.835 -1.841
H 1.902 -2.085 4.085
H 1.847 -0.410 3.490
H 1.406 -0.761 5.188
H -2.292 -2.192 3.311
H -1.951 -2.684 1.641
H -2.249 0.135 2.807
H -3.171 -0.590 1.486
H -0.816 -1.647 0.115
H 1.531 -1.804 -0.311
H 3.348 -1.185 -1.860
H 3.084 0.756 -3.360
H 1.726 2.580 -4.228
H -0.401 3.822 -4.282
H -2.272 3.131 -2.834
H -2.019 1.250 -1.292

=====

Record 6
46
Properties=species:S:1:pos:R:3 method="wB97M-V/def2-TZVPD" total_charge=0 total_energy_ev=-30193.964 e_homo_ev=-8.607 de_lowest_kcal_mol=36.1 smiles="Cc1ccc(OCC(=O)NCCCNC(=O)c2ccco2)cc1C" lumo_ha=0.02743 orbital_gap_ev=9.35
C -1.527 -0.267 -3.036
C -0.839 -1.159 -2.048
C -1.541 -2.174 -1.410
C -0.928 -3.016 -0.507
C 0.426 -2.859 -0.221
O 0.947 -3.734 0.700
C 2.311 -3.617 1.034
C 2.645 -2.299 1.746
O 3.729 -1.764 1.650
N 1.625 -1.831 2.490
C 1.630 -0.503 3.059
C 1.133 0.543 2.057
C -0.339 0.343 1.680
N -0.734 1.249 0.631
C -1.475 2.357 0.862
O -1.945 2.642 1.948
C -1.684 3.199 -0.329
C -2.408 4.354 -0.463
C -2.265 4.758 -1.809
C -1.467 3.825 -2.397
O -1.108 2.877 -1.516
C 1.137 -1.844 -0.846
C 0.516 -0.994 -1.754
C 1.316 0.086 -2.420
H -2.563 -0.570 -3.168
H -1.028 -0.310 -4.004
H -1.513 0.769 -2.701
H -2.590 -2.310 -1.628
H -1.475 -3.806 -0.016
H 2.515 -4.448 1.716
H 2.959 -3.722 0.156
H 0.749 -2.330 2.455
H 1.009 -0.502 3.956
H 2.664 -0.277 3.332
H 1.260 1.538 2.485
H 1.748 0.477 1.157
H -0.513 -0.680 1.333
H -0.981 0.553 2.539
H -0.348 1.090 -0.286
H -2.964 4.837 0.312
H -2.695 5.621 -2.274
H -1.096 3.727 -3.398
H 2.186 -1.697 -0.638
H 1.411 -0.121 -3.486
H 2.315 0.146 -1.994
H 0.833 1.057 -2.320

=====

Record 7
8
Properties=species:S:1:pos:R:3 method="wB97M-V/def2-TZVPD" total_charge=0 total_energy_ev=-31243.349 e_homo_ev=-9.077 de_lowest_kcal_mol=84.3 lumo_ha=-0.00595 orbital_gap_ev=8.92
C -1.482 -0.016 0.608
C 2.274 -0.172 -0.665
O -0.943 0.451 -0.360
O 1.474 0.288 -1.515
Cl 1.500 -0.194 0.841
Cl -1.568 -1.675 0.922
H -1.859 0.556 1.454
H 0.603 0.761 -1.285

=====

Record 8
8
Properties=species:S:1:pos:R:3 method="wB97M-V/def2-TZVPD" total_charge=0 total_energy_ev=-90105.512 e_homo_ev=-10.883 de_lowest_kcal_mol=0.9 smiles=F[C@@H](Cl)[C@@H](F)Br lumo_ha=0.01396 orbital_gap_ev=11.26
F 0.320 -2.208 1.152
C 0.426 -0.998 0.546
Cl 2.027 -0.827 -0.127
C -0.630 -0.751 -0.674
F -0.896 -1.804 -1.372
Br -2.432 -0.200 0.144
H 0.265 -0.213 1.342
H -0.212 -0.100 -1.423

=====

Record 9
85
Properties=species:S:1:pos:R:3 method="wB97M-V/def2-TZVPD" total_charge=+1 total_energy_ev=-52250.629 e_homo_ev=-10.230 de_lowest_kcal_mol=0.0 lumo_ha=-0.07139 orbital_gap_ev=8.29
Pt -0.247 -0.578 -0.578
C 4.782 0.277 -2.894
N 3.469 -0.336 -2.792
C 3.004 -1.015 -3.993
C 2.579 0.033 -1.814
N 1.677 -0.826 -1.376
C 1.996 -2.255 -1.426
C 0.731 -3.056 -1.286
N -0.088 -2.566 -0.148
C -1.487 -3.088 -0.187
C -2.390 -2.096 0.506
N -2.238 -0.842 -0.204
C -3.312 -0.219 -0.669
N -3.340 0.466 -1.826
C -2.510 0.141 -2.981
C -4.120 1.695 -1.968
N -4.483 -0.302 0.026
C -5.777 -0.358 -0.627
C -4.515 -0.258 1.476
C 0.529 -2.912 1.187
C 1.421 -1.857 1.824
N 0.709 -0.620 1.883
C 0.967 0.265 2.788
N 2.061 0.264 3.636
C 3.411 -0.028 3.199
C 1.972 0.764 4.996
N 0.075 1.280 2.987
C -1.306 1.101 2.595
C 0.508 2.653 3.190
N 2.714 1.291 -1.348
C 2.300 1.617 0.008
C 2.610 2.398 -2.307
H 5.488 -0.472 -3.253
H 5.105 0.623 -1.916
H 4.803 1.120 -3.591
H 3.387 -0.489 -4.870
H 1.916 -1.000 -4.033
H 3.352 -2.050 -4.053
H 2.699 -2.495 -0.624
H 2.472 -2.578 -2.349
H 0.970 -4.119 -1.171
H 0.121 -2.936 -2.180
H -1.529 -4.075 0.284
H -1.780 -3.188 -1.231
H -2.095 -1.989 1.555
H -3.419 -2.462 0.485
H -3.041 -0.541 -3.652
H -1.554 -0.295 -2.691
H -2.291 1.064 -3.514
H -4.677 1.899 -1.060
H -4.815 1.610 -2.806
H -3.445 2.526 -2.147
H -5.652 -0.492 -1.698
H -6.363 0.547 -0.450
H -6.340 -1.208 -0.233
H -3.513 -0.105 1.862
H -4.927 -1.179 1.897
H -5.142 0.576 1.802
H 1.083 -3.845 1.049
H -0.291 -3.112 1.875
H 2.347 -1.780 1.244
H 1.706 -2.229 2.819
H 3.429 -0.320 2.156
H 3.853 -0.832 3.794
H 4.043 0.859 3.311
H 0.931 0.846 5.295
H 2.452 1.741 5.112
H 2.472 0.061 5.666
H -1.593 0.068 2.788
H -1.485 1.332 1.543
H -1.926 1.766 3.199
H 1.592 2.719 3.118
H 0.196 3.038 4.163
H 0.082 3.288 2.409
H 2.921 1.074 0.720
H 1.254 1.396 0.190
H 2.440 2.684 0.150
H 3.057 2.128 -3.260
H 3.133 3.266 -1.910
H 1.566 2.666 -2.467
F -1.251 3.269 -2.303
B -0.946 2.853 -1.029
F -0.660 1.364 -1.193
F -2.018 2.930 -0.163
F 0.182 3.445 -0.518

=====

Record 10
21
Properties=species:S:1:pos:R:3 method="wB97M-V/def2-TZVPD" total_charge=0 total_energy_ev=-60220.628 e_homo_ev="-7.407 / -9.092" spin_multiplicity=2 de_lowest_kcal_mol=5.1 lumo_ha="-0.06308 / -0.06331" orbital_gap_ev="5.69 / 7.37"
C 1.114 2.247 1.359
C 0.385 3.035 2.388
O -0.881 3.455 1.887
C -1.611 4.280 2.651
O -1.181 4.659 3.769
O -2.718 4.644 2.182
O 1.796 1.201 1.882
Cu -3.170 6.103 3.989
H 1.546 2.736 0.481
H 1.030 3.960 2.485
H 0.301 2.508 3.348
H 1.323 0.340 1.651
H 0.600 -0.374 -0.414
C 0.936 -1.211 -1.096
C 1.678 -2.281 -0.332
O 2.569 -1.648 0.585
H 0.063 -1.641 -1.602
H 1.596 -0.739 -1.836
H 2.254 -2.916 -1.023
H 0.974 -2.930 0.214
H 3.265 -2.256 0.845